Molecular formula: C3H7NO2
Method: DFT, ωB97M-V/def2-TZVPD

The total energy is -8804.8034 eV. The energy above the lowest of the compared OMol25 structures with the same formula, charge and spin is 132.0 kcal/mol. The HOMO-LUMO gap is 8.3 eV.

ORCA input file:
```
! RIJCOSX wB97M-V def2-TZVPD def2/J DEFGRID3
* xyz 0 1
O -2.03 -0.04 -0.39
C -1.14 -0.65 0.26
C 0.11 -1.00 -0.63
O 1.40 -0.39 -0.28
C 1.40 0.86 0.04
N 0.36 1.66 0.05
H -0.42 1.31 -0.54
H -0.64 0.15 1.31
H -1.39 -1.49 0.94
H 0.33 -2.07 -0.64
H -0.14 -0.68 -1.65
H 2.34 1.17 0.48
H -0.18 1.16 1.04
*
```

Molecular formula: C2H3NO2
Method: DFT, ωB97M-V/def2-TZVPD

The total energy is -7700.1964 eV. The energy above the lowest of the compared OMol25 structures with the same formula, charge and spin is 176.3 kcal/mol. The HOMO-LUMO gap (spin up / spin down) is 8.3 / 7.2 eV.

ORCA input file:
```
! RIJCOSX wB97M-V def2-TZVPD def2/J DEFGRID3
* xyz 0 1
C 0.18 0.29 0.08
C -0.16 -1.97 -0.46
N 0.33 1.31 0.75
O 0.39 -0.77 -0.48
O -0.10 2.65 0.25
H 0.37 -2.71 -0.93
H -1.25 -2.15 -0.11
H 0.24 3.35 0.90
*
```

Molecular formula: C4H6N2
Method: DFT, ωB97M-V/def2-TZVPD

The total energy is -7222.8994 eV. The energy above the lowest of the compared OMol25 structures with the same formula, charge and spin is 62.1 kcal/mol. As for the SMILES: N#CCN1CC1. The HOMO-LUMO gap is 10.9 eV.

ORCA input file:
```
! RIJCOSX wB97M-V def2-TZVPD def2/J DEFGRID3
* xyz 0 1
N -2.40 -0.27 0.17
C -1.69 0.36 0.84
C -0.38 0.86 1.25
N 0.66 0.26 0.24
C 0.50 0.63 -1.19
C 0.15 -0.73 -0.72
H -0.36 1.96 1.24
H -0.17 0.53 2.29
H 1.39 0.87 -1.77
H -0.36 1.26 -1.43
H -0.94 -0.86 -0.67
H 0.68 -1.66 -0.90
*
```

Molecular formula: C8H8N2O
Method: DFT, ωB97M-V/def2-TZVPD

The total energy is -13452.1386 eV. The energy above the lowest of the compared OMol25 structures with the same formula, charge and spin is 48.2 kcal/mol. As for the SMILES: CNc1nc2ccccc2o1. The HOMO-LUMO gap is 8.8 eV.

ORCA input file:
```
! RIJCOSX wB97M-V def2-TZVPD def2/J DEFGRID3
* xyz 0 1
C 3.34 -0.42 -0.02
N 2.33 0.62 0.00
C 1.00 0.19 0.16
N 0.33 -0.96 0.36
C -0.95 -0.51 0.27
C -2.06 -1.34 0.41
C -3.28 -0.72 0.27
C -3.43 0.65 0.06
C -2.31 1.43 -0.06
C -1.07 0.84 -0.09
O 0.19 1.35 -0.24
H 2.76 -1.28 0.22
H 4.19 -0.20 0.62
H 3.62 -0.49 -1.09
H 2.56 1.60 0.05
H -1.87 -2.40 0.53
H -4.22 -1.24 0.22
H -4.36 1.25 -0.02
H -2.25 2.44 -0.65
*
```